The following is a DFT calculation (ωB97M-V/def2-TZVPD) of a molecular structure, C28H41N2PPtSb2Se2.

Energy relative to the best compared isomer or geometry (same formula, charge and spin)   2.135 eV
HOMO-LUMO gap (alpha / beta)   5.777 / 4.646 eV
Calculated total energy   -6944.41579 hartree
Largest force on an atom   3.67 eV Å⁻¹
Expectation value of S²   2.028

ORCA input file:
```
! wB97M-V def2-TZVPD RIJCOSX def2/J DEFGRID3
* xyz 2 3
Pt 0.48 0.30 -0.20
Se -0.45 -1.20 1.57
P -0.84 -3.11 0.39
Se 0.33 -3.76 -1.19
C -2.65 -3.01 0.21
C -3.27 -2.99 -1.01
C -4.70 -2.80 -1.03
C -5.44 -2.68 0.11
C -4.80 -2.75 1.32
C -3.39 -2.91 1.44
C -0.58 -4.25 1.76
C 0.50 -4.13 2.54
C 0.62 -4.91 3.71
C -0.36 -5.87 3.99
C -1.40 -6.12 3.07
C -1.42 -5.36 1.91
H -2.69 -3.02 -1.90
H -5.13 -2.60 -1.98
H -6.50 -2.39 0.04
H -5.44 -2.74 2.17
H -2.95 -2.75 2.41
H 1.31 -3.44 2.31
H 1.41 -4.78 4.44
H -0.21 -6.48 4.83
H -2.16 -6.84 3.21
H -2.15 -5.58 1.13
C -0.83 2.53 2.44
Sb -1.34 1.88 0.37
C -3.39 0.96 0.55
C -1.99 3.73 -0.47
C -1.19 4.93 0.02
C -1.53 5.65 1.15
C -0.74 6.77 1.51
C 0.47 6.95 0.83
C 0.85 6.12 -0.18
C 0.00 5.16 -0.72
C 0.38 4.65 -2.08
Sb 1.27 2.45 -1.80
C 0.27 1.99 -3.69
C 3.23 2.30 -2.81
H -1.49 3.20 2.89
H 0.21 2.96 2.53
H -0.74 1.65 3.10
H -3.30 0.10 1.34
H -3.45 0.52 -0.46
H -4.18 1.73 0.70
H -3.06 3.89 -0.42
H -1.77 3.76 -1.54
H -2.42 5.39 1.70
H -1.10 7.48 2.28
H 1.12 7.81 1.08
H 1.85 6.24 -0.64
H 1.19 5.22 -2.57
H -0.41 4.51 -2.75
H -0.69 2.43 -3.63
H 0.21 0.91 -3.76
H 0.92 2.39 -4.49
H 3.90 1.94 -2.08
H 3.55 3.29 -3.09
H 3.19 1.69 -3.74
N 4.76 -2.34 -1.17
C 3.81 -1.95 -2.37
C 3.03 -0.67 -1.99
N 2.28 -0.81 -0.69
C 3.37 -0.96 0.32
C 4.04 -2.32 0.18
H 5.53 -1.63 -1.18
H 5.14 -3.30 -1.34
H 3.14 -2.78 -2.43
H 4.42 -1.82 -3.25
H 2.47 -0.38 -2.84
H 3.88 0.14 -1.93
H 1.74 -1.69 -0.90
H 2.97 -0.85 1.33
H 4.07 -0.07 0.24
H 3.38 -3.17 0.24
H 4.85 -2.42 0.91
*
```